Entry from the OMol25 dataset: 2 unconnected molecules or ions with the total composition C4H12OS2 at a distorted geometry (the ωB97M-V functional and the def2-TZVPD basis).

Geometry (Å):
C  -1.26393  -2.63199  1.05414
C  -0.38514  -1.38247  0.70627
S  0.83848  -1.73734  -0.49274
S  2.17851  -0.13295  -0.26163
C  1.18259  1.19238  -0.96886
C  1.16664  1.21052  -2.47845
H  -1.94051  -2.84266  0.23832
H  -1.73917  -2.18179  1.93455
H  -0.63054  -3.45338  1.39459
H  -0.22871  -0.72622  1.55147
H  -1.16075  -0.86959  0.12226
H  0.13549  0.92654  -0.69024
H  1.27312  2.14926  -0.44763
H  0.33372  1.75539  -2.92890
H  1.08298  0.23549  -2.94536
H  2.00753  1.81843  -2.83211
H  -1.02064  2.95671  2.67212
H  -0.75250  1.44258  2.36981
O  -1.07717  2.27109  2.00241

The SMILES is CCSSCC.O. The molar mass is 140.3 Da. For the HOMO-LUMO gap, the calculation gives 0.33533 hartree. Its net charge is 0. Its energy relative to the best compared isomer or geometry (same formula, charge and spin) is 1.042 eV. The calculation puts the HOMO energy at -8.55 eV. The LUMO energy comes out at 0.58 eV.